This record from the OMol25 dataset describes a 6-piece molecular cluster, C50H58N3 overall at a distorted geometry. The level of theory is ωB97M-V/def2-TZVPD.

Structure (ORCA input):
```
! wB97M-V def2-TZVPD RIJCOSX def2/J DEFGRID3
* xyz 1 1
C 1.8724 0.5801 9.8050
C 1.0637 0.8513 8.5015
C 1.3525 -0.1867 7.3777
C 0.3568 0.1020 6.2482
C 0.6940 1.1242 5.3825
C -0.1528 1.4328 4.3071
C 0.2591 2.5508 3.3690
C -0.5050 2.5980 2.0271
C -0.1330 1.4915 1.0400
C -0.4787 1.6705 -0.3087
C -0.2036 0.6896 -1.2474
C 0.4349 -0.4905 -0.8676
C 0.8113 -0.6920 0.4480
C 0.5200 0.3168 1.3765
C -1.3275 0.6739 4.1846
C -1.6347 -0.3300 5.0687
C -2.9101 -1.1068 4.8206
C -4.0481 -0.7971 5.8177
N -4.3241 0.3336 6.3178
N -0.7834 -0.6019 6.0961
C -1.1647 -1.6825 7.0183
C -1.0144 -3.1322 6.3920
N -0.1625 -4.0260 7.1682
H 1.3225 0.9793 10.6694
H 2.8140 1.1492 9.7664
H 2.0989 -0.4874 9.9328
H -0.0155 0.9654 8.6970
H 1.3957 1.8418 8.1440
H 2.3493 0.0412 6.9741
H 1.3099 -1.2254 7.7216
H 1.6085 1.7038 5.5162
H 1.3456 2.5190 3.1827
H 0.0679 3.4992 3.9062
H -1.5865 2.5301 2.2412
H -0.3066 3.5694 1.5500
H -0.9766 2.5907 -0.6326
H -0.5232 0.8720 -2.2750
H 0.6460 -1.2445 -1.6306
H 1.3112 -1.5958 0.7995
H 0.8426 0.1228 2.4053
H -1.9918 0.8718 3.3450
H -2.7702 -2.1966 4.7794
H -3.2850 -0.8300 3.8212
H -4.6969 -1.6477 6.0866
H -3.6463 1.0141 5.9510
H -2.2112 -1.5995 7.3458
H -0.5710 -1.6974 7.9359
H -2.0205 -3.5902 6.3829
H -0.7148 -3.0765 5.3331
H -0.1961 -3.8046 8.1559
H 0.7890 -4.0452 6.8228
C -2.5729 5.5007 -0.7127
C -1.4206 6.2081 -1.0291
C -1.4936 7.3185 -1.8590
C -2.7205 7.7264 -2.3647
C -3.8730 7.0208 -2.0453
C -3.7992 5.9053 -1.2226
H -2.5155 4.6316 -0.0669
H -0.4637 5.8937 -0.6292
H -0.5946 7.8666 -2.1112
H -2.7783 8.5950 -3.0083
H -4.8296 7.3405 -2.4389
H -4.6975 5.3520 -0.9780
C -9.3120 2.0762 4.4574
C -8.6768 2.9788 3.6148
C -7.2950 3.1072 3.6493
C -6.5477 2.3254 4.5206
C -7.1813 1.4197 5.3611
C -8.5646 1.2984 5.3321
H -10.3901 1.9789 4.4325
H -9.2595 3.5834 2.9314
H -6.8006 3.8164 2.9967
H -5.4681 2.4232 4.5445
H -6.5985 0.8119 6.0374
H -9.0605 0.5966 5.9909
C 0.7491 -2.4321 -6.0315
C 1.9776 -2.9420 -6.4294
C 3.1528 -2.3737 -5.9557
C 3.0998 -1.3007 -5.0760
C 1.8711 -0.7930 -4.6752
C 0.6957 -1.3555 -5.1558
H -0.1670 -2.8733 -6.4040
H 2.0205 -3.7831 -7.1107
H 4.1109 -2.7685 -6.2724
H 4.0163 -0.8604 -4.7032
H 1.8298 0.0439 -3.9875
H -0.2630 -0.9556 -4.8475
C 4.7089 -5.9251 -6.3211
C 3.8924 -6.4456 -7.3165
C 4.4522 -6.9332 -8.4897
C 5.8296 -6.9086 -8.6637
C 6.6463 -6.3914 -7.6670
C 6.0861 -5.8956 -6.4972
H 4.2716 -5.5415 -5.4070
H 2.8182 -6.4706 -7.1778
H 3.8152 -7.3332 -9.2686
H 6.2665 -7.2931 -9.5768
H 7.7207 -6.3739 -7.8026
H 6.7229 -5.4872 -5.7221
C 5.3675 -1.4914 -9.3928
C 4.2338 -0.7645 -9.0545
C 3.8418 0.3147 -9.8353
C 4.5786 0.6614 -10.9600
C 5.7104 -0.0678 -11.3001
C 6.1073 -1.1416 -10.5146
H 5.6751 -2.3321 -8.7817
H 3.6556 -1.0395 -8.1810
H 2.9610 0.8854 -9.5676
H 4.2705 1.5002 -11.5718
H 6.2840 0.2017 -12.1783
H 6.9929 -1.7069 -10.7773
*
```

## Properties
* E_LUMO: -3.75 eV
* largest force on an atom: 0.03351 hartree/bohr
* orbital gap: 6.42 eV
* total energy: -2104.06747 Eh
* ΔE to the lowest compared entry with this formula, charge and spin: 0.0 kJ/mol



This record from the OMol25 dataset describes a 2-piece molecular cluster, C4H4ClF4P overall at a distorted geometry. The level of theory is ωB97M-V/def2-TZVPD.

Structure (ORCA input):
```
! wB97M-V def2-TZVPD RIJCOSX def2/J DEFGRID3
* xyz 0 1
C -1.4937 0.0131 -0.0543
C -1.5445 1.1243 -0.7177
C 1.2224 0.4213 1.1848
C 0.1960 -1.2105 -0.8030
F -2.4415 2.1283 -0.6177
F -0.5733 1.6058 -1.5155
F 0.0771 -2.3464 -0.0094
F -0.1019 -1.5564 -2.0785
P 1.6518 -0.1640 -0.4820
Cl -2.6637 -0.5436 1.0166
H 0.4542 -0.1827 1.6829
H 0.7027 1.2957 1.0784
H 2.1514 0.7373 1.6619
H 2.3631 -1.3222 -0.3465
*
```

## Properties
* E_LUMO: -0.04 eV
* largest force on an atom: 0.08026 hartree/bohr
* orbital gap: 9.69 eV
* total energy: -1355.67877 Eh



This record from the OMol25 dataset describes C4H10NOS as an isolated structure at a distorted geometry. The level of theory is ωB97M-V/def2-TZVPD.

Structure (ORCA input):
```
! wB97M-V def2-TZVPD RIJCOSX def2/J DEFGRID3
* xyz 1 1
O 1.3338 0.4237 -0.0456
C 1.0354 -0.7259 -0.0308
C -0.3987 -1.0952 -0.2076
C -0.8346 -2.4557 -0.3176
C -2.0438 -2.5150 0.5686
S -3.5314 -3.1116 -0.8183
N 3.7993 6.2460 0.1986
H 1.7762 -1.5281 0.0625
H -1.1563 -0.2835 -0.2096
H -0.9790 -2.7057 -1.3977
H -0.0318 -3.1182 0.0108
H -3.0021 -2.0032 0.3193
H -2.0933 -3.3933 1.1893
H -4.6001 -3.0806 -0.0010
H 3.9328 6.6984 1.0835
H 2.9274 5.7509 0.1709
H 3.8664 6.8972 -0.5754
*
```

## Properties
* E_LUMO: -8.31 eV
* largest force on an atom: 0.06242 hartree/bohr
* orbital gap: 3.05 eV
* total energy: -686.09440 Eh
* ΔE to the lowest compared entry with this formula, charge and spin: 726.2 kJ/mol



This record from the OMol25 dataset describes C8H11NO2 in the gas phase at a distorted geometry. The level of theory is ωB97M-V/def2-TZVPD.

Structure (ORCA input):
```
! wB97M-V def2-TZVPD RIJCOSX def2/J DEFGRID3
* xyz 0 1
C -0.1826 0.0783 -3.8074
O -0.7462 -0.5892 -2.7203
C -0.2509 -0.3894 -1.4586
C 0.8470 0.4626 -1.2217
C 1.2615 0.6542 0.1139
C 0.6033 0.0101 1.1268
O 1.0041 0.1977 2.4492
C 0.2127 1.1767 3.1084
C -0.4253 -0.8851 0.9132
N -1.0295 -1.4844 1.9951
C -0.8708 -1.0694 -0.3958
H -0.4118 1.1631 -3.7256
H -0.6857 -0.2754 -4.7082
H 0.9276 -0.0456 -3.8672
H 1.3396 1.0203 -2.0167
H 2.0602 1.3560 0.3920
H 0.5153 1.0865 4.1610
H -0.8692 0.9535 2.9708
H 0.4312 2.1994 2.6676
H -0.4651 -1.5126 2.8395
H -1.6036 -2.3291 1.8077
H -1.6616 -1.7781 -0.6238
*
```

## Properties
* E_LUMO: 0.97 eV
* largest force on an atom: 0.02836 hartree/bohr
* orbital gap: 8.83 eV
* structure (SMILES): COc1ccc(OC)c(N)c1
* total energy: -516.64433 Eh
* ΔE to the lowest compared entry with this formula, charge and spin: 142.4 kJ/mol



This record from the OMol25 dataset describes C44H50LiO20S as an isolated structure at a distorted geometry. The level of theory is ωB97M-V/def2-TZVPD.

Structure (ORCA input):
```
! wB97M-V def2-TZVPD RIJCOSX def2/J DEFGRID3
* xyz -1 1
Li -6.6401 -0.4667 29.7163
S -9.5425 0.2943 28.6020
O -8.2976 0.0069 29.1721
O -9.6177 1.6590 28.2280
O -9.6927 -0.5271 27.3624
O -10.5411 -0.0404 29.5248
C -5.8186 2.3751 31.1999
O -6.2152 1.5714 30.1493
H -4.7087 2.6231 31.3166
H -5.9818 1.7748 32.0524
H -6.3778 3.2441 31.3551
H -6.8809 1.9566 29.5940
C -4.7890 -1.5756 27.3516
O -5.9552 -1.1289 27.9292
H -4.7680 -1.8929 26.3576
H -4.4944 -2.4868 27.8531
H -4.1396 -0.7523 27.5664
H -6.6486 -1.4816 27.4305
C -12.3060 0.0248 25.4756
C -13.6828 -0.1037 25.1138
C -13.9863 -0.8915 23.9045
C -12.8836 -1.4180 23.1470
C -11.5744 -1.2681 23.4522
C -11.2081 -0.5325 24.6847
O -9.9056 -0.4533 24.9247
O -15.2471 -0.9763 23.3487
H -11.9662 0.7693 26.3309
H -14.5230 0.4245 25.5729
H -13.2246 -1.7832 22.2784
H -10.9651 -1.9473 22.7328
H -9.7514 -0.5420 25.9779
H -15.9399 -0.5783 23.8709
C -12.4098 3.2967 28.7474
C -13.7734 3.5973 29.1273
C -14.5536 4.4522 28.3976
C -13.9935 5.1224 27.4052
C -12.7170 4.7502 26.8359
C -11.9785 3.7858 27.5093
O -10.7253 3.4805 26.9176
O -15.8056 4.6660 28.7252
H -11.7824 2.6302 29.4453
H -14.3054 3.2794 30.0696
H -14.4578 6.0965 26.9271
H -12.3251 5.2239 25.9693
H -10.2066 2.7494 27.5024
H -16.2428 5.5643 28.2948
C -5.3443 2.0948 26.7879
C -4.3441 1.4850 25.9459
C -4.9144 0.7903 24.8271
C -6.3725 0.7959 24.5820
C -7.1878 1.4491 25.4687
C -6.6358 2.1584 26.4761
O -7.4139 2.8818 27.2836
O -4.0482 0.1460 24.0683
H -4.8999 2.7753 27.5789
H -3.2609 1.5781 25.9834
H -7.0075 0.4251 23.8141
H -8.2586 1.5677 25.2949
H -8.1455 2.4713 27.4242
H -4.5082 -0.6533 23.5431
C -9.3329 2.3303 31.8156
C -9.2249 2.1861 33.1090
C -8.8461 3.3213 33.8926
C -8.5969 4.5505 33.3193
C -8.7852 4.6641 31.9055
C -9.1831 3.5494 31.1744
O -9.1709 3.6271 29.7735
O -8.6207 3.2118 35.2643
H -9.8324 1.3839 31.1128
H -9.4926 1.1848 33.4313
H -8.4731 5.5511 33.7688
H -8.8049 5.4767 31.1987
H -9.4977 2.9250 29.3718
H -8.3203 3.8269 35.7603
C -9.6647 -4.8682 24.5686
C -9.4803 -3.8532 25.5270
C -8.3141 -3.6534 26.2703
C -7.2625 -4.5704 26.0866
C -7.3485 -5.6953 25.2683
C -8.5770 -5.8240 24.4326
O -8.8056 -6.9344 23.6696
O -8.2859 -2.6541 27.1583
H -10.5295 -4.8596 23.9092
H -10.2989 -3.1210 25.5292
H -6.3600 -4.8020 26.6669
H -6.6150 -6.4697 25.1298
H -8.0417 -7.3211 23.3702
H -9.1723 -1.9734 27.1933
C -16.2922 -2.2550 28.4856
C -14.9724 -2.8257 28.4537
C -13.8990 -1.9617 28.6622
C -14.1012 -0.7212 29.1049
C -15.4104 -0.1706 29.1053
C -16.4696 -0.8985 28.7542
O -17.6498 -0.3398 28.7433
O -12.6481 -2.4734 28.5337
H -17.1928 -3.0660 28.1636
H -14.7073 -3.9062 28.2170
H -13.2362 -0.0343 29.2434
H -15.6093 0.6696 29.6347
H -17.6012 0.5111 28.5789
H -12.1737 -1.6290 28.4786
C -14.5228 0.1791 33.7045
C -13.5275 -0.5932 33.0242
C -12.6346 0.0737 32.2996
C -12.6488 1.4713 31.9065
C -13.6734 2.2106 32.6258
C -14.6457 1.5655 33.5400
O -15.4752 2.3051 34.2343
O -11.6382 -0.6892 31.6736
H -15.1590 -0.3592 34.3390
H -13.4928 -1.6480 33.3314
H -11.9232 1.8114 31.2459
H -13.7617 3.2473 32.7505
H -15.8801 1.8060 34.9191
H -11.2157 -0.2822 30.9639
*
```

## Properties
* E_LUMO: 1.59 eV
* largest force on an atom: 0.21140 hartree/bohr
* orbital gap: 6.45 eV
* total energy: -3616.98142 Eh
* ΔE to the lowest compared entry with this formula, charge and spin: 83.7 kJ/mol



| no. | HOMO (eV) |
| --- | --- |
| 1 | -10.18 |
| 2 | -9.73 |
| 3 | -11.36 |
| 4 | -7.86 |
| 5 | -4.86 |